Here is C4H6N2 in the gas phase from the Open Molecules 2025 dataset. Energies are from wB97M-V/def2-TZVPD.

## Properties
ΔE to the lowest compared entry with this formula, charge and spin: 222.3 kJ/mol
HOMO energy: -9.90 eV
LUMO energy: 0.77 eV
spin multiplicity: 1
structure (SMILES): N#C[C@@H]1CCN1
orbital gap: 10.67 eV
E_tot: -7223.287 eV

Each line ends with the Mulliken charge.
Positions of all 12 atoms, in Å:
N1 2.2280 1.1129 -2.1058  -0.40
C1 1.5284 0.8309 -1.2236  -0.02
C2 0.7464 0.3607 -0.0987  0.30
C3 -0.1669 -0.9514 -0.3056  -0.66
C4 -1.1919 -0.2938 0.7283  -0.29
N2 -0.5598 0.9774 0.3177  -0.52
H1 1.4485 0.1849 0.7056  0.28
H2 -0.5860 -1.0462 -1.3114  0.28
H3 0.1275 -1.9677 0.0721  0.28
H4 -2.3176 -0.3677 0.4011  0.26
H5 -0.9099 -0.6203 1.8052  0.25
H6 -0.3468 1.7803 1.0151  0.25

***

Here is 3 unconnected molecules or ions with the total composition C5H9N3O from the Open Molecules 2025 dataset. Energies are from wB97M-V/def2-TZVPD.

## Properties
ΔE to the lowest compared entry with this formula, charge and spin: 654.5 kJ/mol
HOMO energy (alpha / beta): -6.08 / -7.59 eV
LUMO energy (alpha / beta): 0.20 / 0.53 eV
spin multiplicity: 1
orbital gap (alpha / beta): 6.28 / 8.12 eV
E_tot: -11842.625 eV

Each line ends with the Mulliken charge.
Positions of all 18 atoms, in Å:
C1 0.5480 1.8561 -0.1048  -1.34
C2 -2.1559 0.5436 -0.2161  0.27
C3 -0.0987 -0.7168 -0.1836  0.81
C4 0.0571 0.4952 -0.0336  0.12
N1 -2.9693 -0.4583 0.1367  -0.31
N2 -0.4263 -2.0134 -0.0660  -0.54
C5 3.1069 -0.3380 0.3389  -0.26
N3 2.0943 -1.0477 0.1820  -0.54
O1 -2.4912 1.6680 -0.4720  -0.54
H1 -3.9581 -0.2896 0.2901  0.23
H2 -2.6195 -1.3968 0.2502  0.23
H3 -0.6953 -2.4505 -0.9405  0.25
H4 0.3609 -2.5077 0.3596  0.32
H5 -0.2115 2.4928 -0.5694  0.38
H6 1.4518 1.9177 -0.7161  0.31
H7 0.7613 2.2418 0.8944  0.30
H8 3.1562 0.7670 0.2205  0.08
H9 4.0895 -0.7635 0.6297  0.24

***

Here is C4H9NO3 in the gas phase from the Open Molecules 2025 dataset. Energies are from wB97M-V/def2-TZVPD.

## Properties
ΔE to the lowest compared entry with this formula, charge and spin: 229.1 kJ/mol
HOMO energy: -9.18 eV
LUMO energy: 0.66 eV
spin multiplicity: 1
structure (SMILES): CN[C@@H](CO)C(=O)O
orbital gap: 9.85 eV
E_tot: -11925.167 eV

Each line ends with the Mulliken charge.
Positions of all 17 atoms, in Å:
C1 0.3237 2.4843 0.5666  -0.91
N1 -0.3709 1.3260 0.0180  -0.33
C2 0.2325 0.0052 0.0543  0.57
C3 -0.4361 -0.8187 1.1726  -0.75
O1 0.0444 -0.3200 2.4344  -0.52
C4 -0.0563 -0.6489 -1.3193  0.13
O2 -0.1989 -0.3689 -2.4683  -0.52
O3 0.4794 -1.9496 -1.0914  -0.48
H1 0.8750 2.2322 1.5170  0.32
H2 -0.4029 3.2752 0.6854  0.32
H3 1.1028 2.8313 -0.1397  0.28
H4 -1.2390 1.4084 0.5314  0.32
H5 1.3341 0.0005 0.0657  0.21
H6 -0.0512 -1.8508 1.1370  0.38
H7 -1.5287 -0.9069 1.0944  0.34
H8 -0.3078 0.5799 2.5403  0.33
H9 0.2157 -2.6851 -1.6546  0.31

***

Here is a molecular structure, C8H12N4O11V from the Open Molecules 2025 dataset. Energies are from wB97M-V/def2-TZVPD.

## Properties
ΔE to the lowest compared entry with this formula, charge and spin: 70.9 kJ/mol
<S²>: 0.787
HOMO energy (alpha / beta): -2.55 / -2.61 eV
LUMO energy (alpha / beta): 4.81 / 4.81 eV
spin multiplicity: 2
charge: -2
orbital gap (alpha / beta): 7.36 / 7.42 eV
E_tot: -62653.411 eV

Each line ends with the Mulliken charge.
Positions of all 36 atoms, in Å:
O1 -4.3836 -13.9645 -14.0285  -0.33
V1 -3.2896 -12.8052 -14.0489  0.81
C1 -6.7677 -11.7276 -14.6656  -1.53
C2 -5.4222 -11.0282 -14.7371  1.57
C3 -5.5070 -9.5698 -15.1978  -1.52
O2 -4.7122 -11.1993 -13.5242  -0.78
H1 -7.1080 -12.0594 -15.6512  0.28
H2 -7.4765 -11.0238 -14.2061  0.42
H3 -6.8186 -12.5750 -13.9840  0.33
H4 -4.7607 -11.4590 -15.5098  -0.13
H5 -6.1582 -8.8787 -14.6450  0.39
H6 -5.8919 -9.5860 -16.2250  0.35
H7 -4.5404 -9.0635 -15.1710  0.28
N1 -2.7241 -12.2847 -10.8779  0.92
O3 -1.9472 -12.6930 -10.0023  -0.69
O4 -3.3201 -11.2209 -10.8014  -0.58
O5 -2.8126 -13.0048 -11.9403  -0.48
N2 -2.0766 -12.6292 -17.1804  0.73
O6 -2.1022 -11.5320 -17.7802  -0.67
O7 -2.8163 -12.7903 -16.1659  -0.32
O8 -1.3633 -13.5402 -17.5887  -0.60
N3 -1.6311 -15.5290 -14.8415  0.91
O9 -0.6045 -15.9521 -15.3843  -0.67
O10 -2.7035 -16.1072 -15.0280  -0.61
O11 -1.6024 -14.3967 -14.2565  -0.36
N4 -1.6170 -11.3071 -14.0087  0.51
C4 -0.5572 -11.6950 -13.2932  -0.02
C5 0.6482 -11.0125 -13.2371  -0.88
C6 0.8255 -9.8229 -13.9016  -0.23
C7 -0.3137 -9.3480 -14.5469  -0.81
C8 -1.4706 -10.1015 -14.5595  0.00
H8 -0.6125 -12.6420 -12.7710  0.47
H9 1.4067 -11.4958 -12.6329  0.32
H10 1.7656 -9.2881 -13.8940  0.39
H11 -0.3059 -8.3382 -14.9363  0.36
H12 -2.2501 -9.6895 -15.1888  0.20